[1]
{"formula": "C9H8FNO2", "method": "wB97M-V/def2-TZVPD", "de_lowest_kj_mol": 0.0, "homo_ha": -0.362, "elements": ["H", "O", "C", "C", "C", "C", "F", "C", "H", "H", "C", "H", "H", "H", "C", "C", "C", "N", "H", "O", "H"], "coordinates": [[-2.2064, 3.4510, 0.9822], [-2.5081, 1.0145, 0.9019], [1.6271, -0.1172, -0.7723], [2.2140, -2.5293, -0.4068], [-0.8065, -0.4566, 0.4309], [-0.4144, 0.8066, -0.0174], [-2.1631, 2.0229, -1.4092], [-1.5248, 1.7175, 0.2991], [2.6685, -2.7272, 0.5642], [1.6939, -3.4321, -0.7165], [-2.1524, -0.3244, 1.0139], [1.0994, 1.9505, -1.0233], [-0.2872, -2.5161, 0.6831], [3.0075, -2.3172, -1.1177], [0.8014, 0.9900, -0.6413], [0.0246, -1.5531, 0.3108], [1.2676, -1.3783, -0.2954], [-1.3419, 2.9795, 0.7528], [2.5835, 0.0043, -1.2627], [-2.8605, -1.1273, 1.5356], [-0.7220, 3.5422, 0.1881]], "atomic_forces_ev_per_a": [[0.0, 0.0, 0.0], [-0.3, 0.5, 0.1], [0.0, 0.1, 0.0], [0.1, -0.1, 0.1], [0.6, 0.7, -0.3], [-0.1, -0.8, 0.0], [0.8, -0.6, 2.3], [-0.7, 0.9, -2.4], [0.1, -0.1, 0.0], [0.0, -0.1, 0.0], [-0.1, -0.8, 0.3], [0.1, 0.2, -0.1], [0.0, -0.2, 0.0], [0.1, 0.0, 0.0], [-0.2, 0.0, 0.2], [-0.1, 0.2, 0.0], [-0.2, 0.1, 0.0], [-0.2, -0.2, 0.2], [0.1, 0.0, 0.0], [0.2, 0.5, -0.3], [-0.1, -0.1, 0.0]]}

=====

[2]
{"formula": "C9H8IS", "method": "wB97M-V/def2-TZVPD", "homo_ha": -0.113, "charge": -1, "elements": ["H", "S", "H", "I", "H", "H", "C", "C", "C", "H", "C", "C", "H", "C", "C", "H", "C", "C", "H"], "coordinates": [[0.9063, -2.0792, -0.3728], [-1.7569, 1.8946, 0.9918], [-3.0825, -2.0701, -1.6365], [2.7079, -1.1462, 1.3814], [-3.3325, 0.3455, -0.7863], [1.6240, 1.8422, -0.9813], [1.5528, 0.4441, 0.8167], [-1.0847, -2.1560, -0.9904], [1.6487, 1.7545, 1.4154], [0.7356, 2.3929, 1.6768], [-1.5117, 0.4570, 0.1626], [2.1307, 1.5271, -0.0816], [-1.0541, -3.2166, -1.3719], [-0.0499, -1.5295, -0.3783], [-0.3148, -0.1837, 0.1003], [2.4836, 2.1107, 1.9613], [-2.4899, -0.2914, -0.6095], [-2.3232, -1.5552, -1.0527], [3.2105, 1.4592, -0.2449]], "atomic_forces_ev_per_a": [[-0.5, 0.9, 0.3], [-0.8, 1.4, 0.4], [-0.2, 0.2, 0.2], [0.8, -0.6, 0.6], [-1.0, -0.3, -0.1], [-0.6, 0.0, 0.3], [-4.0, -0.2, -2.4], [-0.4, -2.7, -0.2], [-1.0, 2.5, -1.1], [1.1, -1.4, -0.9], [0.2, -1.4, -1.0], [-0.2, -0.7, 1.1], [0.5, 1.2, 0.4], [0.0, 1.9, 0.1], [5.8, -2.6, 1.1], [0.9, -0.4, 0.9], [0.0, 2.0, 1.2], [-0.6, 0.1, -1.3], [-0.2, 0.2, 0.4]]}

=====

[3]
{"formula": "C9H8N2O", "method": "wB97M-V/def2-TZVPD", "de_lowest_kj_mol": 682.8, "homo_ha": -0.330, "elements": ["C", "H", "C", "C", "C", "H", "N", "H", "C", "H", "C", "O", "H", "H", "H", "C", "N", "C", "C", "H"], "coordinates": [[0.0079, 3.7480, 1.4916], [0.3712, -0.4622, -2.5822], [-0.1282, -1.0574, 0.6281], [0.3482, 0.7795, -0.7920], [-0.4000, -2.6475, 0.4960], [0.4789, 3.7598, 2.7878], [0.0962, 0.9032, 1.7093], [0.1881, -3.2371, -2.7446], [-0.2985, -3.2859, -0.6240], [-1.1922, 3.7411, 1.4097], [0.2581, 1.4771, 0.4355], [0.6191, 2.8304, 0.4812], [-0.1834, 4.8728, 1.1413], [-0.4863, -3.4562, 1.4130], [-0.7665, -4.3986, -0.6176], [0.2612, -1.3199, -1.8955], [0.0540, -0.3705, 1.7962], [0.0864, -2.6116, -1.9862], [0.1604, -0.5996, -0.6403], [0.5254, 1.3345, -1.9073]], "atomic_forces_ev_per_a": [[-2.5, 1.5, 1.6], [0.4, -1.8, -1.0], [0.9, -5.0, 0.0], [0.1, 2.6, -0.1], [0.8, 1.7, 6.0], [-1.5, -0.4, -4.6], [1.3, 1.5, -2.3], [0.3, -2.2, -3.6], [-1.0, -2.6, -5.0], [2.3, -1.7, 1.0], [0.7, 1.1, 1.0], [-1.3, 0.8, 1.0], [2.5, -2.1, 0.1], [-0.3, 3.0, -1.8], [1.8, 2.6, -0.3], [-0.3, 2.7, 0.4], [-2.0, -1.6, -1.2], [-1.4, -0.5, 6.1], [-0.4, 1.9, -0.8], [-0.4, -1.5, 3.6]]}

=====

[4]
{"formula": "C9H8N2O", "method": "wB97M-V/def2-TZVPD", "de_lowest_kj_mol": 140.8, "homo_ha": -0.323, "smiles": "Cc1n[nH]c(=O)c2ccccc12", "elements": ["C", "C", "H", "H", "C", "H", "H", "C", "H", "H", "C", "O", "H", "C", "N", "C", "C", "H", "C", "N"], "coordinates": [[1.0886, 1.1220, -0.2433], [0.0134, 0.2867, -0.1416], [1.0034, 2.1398, -0.4504], [3.5674, -1.2539, -0.1095], [-1.5400, 2.3226, 0.1902], [1.5838, -2.8023, 0.3239], [-0.9878, 2.4792, 1.1256], [0.1981, -1.0943, 0.0525], [-2.5910, 2.3715, 0.1545], [3.1546, 1.3661, -0.0490], [-0.9778, -1.9879, 0.0040], [-0.9616, -3.2106, -0.1299], [-1.1522, 2.7803, -0.7052], [2.3535, 0.5717, -0.0218], [-2.1935, -1.3130, 0.0051], [1.4745, -1.7085, 0.1928], [-1.3832, 0.7759, -0.0618], [-2.8549, -2.0049, 0.0167], [2.5743, -0.8457, -0.0146], [-2.3695, 0.0053, -0.1382]], "atomic_forces_ev_per_a": [[1.8, -1.7, 1.1], [-1.9, -1.4, 0.7], [-0.2, 1.5, 0.0], [0.2, 0.1, 0.4], [0.6, -3.5, -1.2], [-0.2, 0.9, -0.2], [-0.5, 0.6, -0.4], [0.7, -1.2, 0.4], [-1.3, 1.0, 0.7], [-0.4, -1.5, 0.0], [-0.1, 0.2, -0.5], [0.1, 0.9, 0.6], [0.4, 0.8, 0.1], [0.6, 0.5, -1.6], [4.1, 0.1, -0.5], [0.2, 1.5, -1.3], [2.8, 1.8, -0.5], [-3.2, -0.9, -0.3], [-1.1, 0.6, 1.2], [-2.6, -0.3, 1.4]]}

=====

[5]
{"formula": "C9H8N2O2S", "method": "wB97M-V/def2-TZVPD", "homo_ha": [-0.226, -0.329], "spin_multiplicity": 3, "elements": ["O", "H", "H", "C", "C", "N", "C", "N", "H", "C", "H", "S", "C", "H", "H", "C", "C", "H", "H", "C", "C", "O"], "coordinates": [[0.8742, -3.4053, 1.0636], [1.3682, -0.2449, 0.5638], [2.7354, 2.3582, -0.5601], [-3.2942, -0.0361, -1.1667], [3.5352, -0.1953, 0.5690], [-0.3752, 2.4403, -0.1405], [2.0430, 1.6730, -0.1085], [-0.7307, -2.1148, -0.0522], [3.6584, -0.0344, 1.7928], [-1.9925, -0.3781, 1.1486], [4.1781, 0.3987, -0.0571], [-3.3641, 0.5163, 0.5201], [0.7295, 2.1124, -0.1217], [3.6603, -1.2956, 0.3524], [-1.8905, 2.0877, 0.1014], [-1.7697, -1.1914, 0.0284], [-2.4483, -1.0567, -1.2157], [-2.0845, -1.6641, -2.1469], [-4.1339, 0.3008, -1.7701], [0.0089, -2.7281, 0.6457], [2.1698, 0.4338, 0.2629], [-2.8773, 2.0237, 0.2905]], "atomic_forces_ev_per_a": [[-0.6, 0.5, 0.4], [-0.4, 0.9, -0.2], [0.8, -0.1, 0.4], [-3.0, 1.7, 1.2], [-0.9, 0.1, 2.0], [1.2, -0.1, -0.1], [-0.4, 0.9, -1.0], [-1.5, 0.9, 0.0], [0.1, -0.4, -3.3], [-1.4, 1.6, 0.4], [1.2, 0.0, 0.4], [-0.2, 0.4, 0.4], [-2.6, 1.1, -0.3], [-0.4, 1.3, 0.2], [-0.5, 0.1, 0.0], [1.5, -2.9, -3.6], [3.5, -2.6, -1.1], [-1.0, 1.3, 2.0], [0.6, -0.1, -0.3], [2.2, -1.6, 0.4], [2.1, -3.7, 1.8], [-0.1, 0.8, 0.4]]}

=====

[6]
{"formula": "C9H8N2O2S2", "method": "wB97M-V/def2-TZVPD", "de_lowest_kj_mol": 410.3, "homo_ha": [-0.283, -0.274], "elements": ["S", "H", "H", "H", "H", "C", "H", "C", "N", "N", "H", "C", "C", "C", "C", "S", "O", "C", "H", "C", "O", "H", "C"], "coordinates": [[0.2343, -2.6647, 0.8504], [2.7127, 1.9184, -2.3695], [0.6161, 2.8126, -1.2929], [-0.5142, 0.3031, 3.9060], [-2.2291, -0.5818, -0.0943], [0.2426, 0.9563, -0.3859], [-0.0669, -3.7216, 0.1803], [-1.4129, -0.1025, 1.9209], [-0.5156, -1.3442, 0.1070], [3.1730, -0.6240, -2.8518], [-2.2180, -2.0045, 0.8505], [-1.7482, -0.9719, 0.7305], [-0.2989, 1.6131, 0.6439], [2.2265, -0.0926, -1.9976], [0.9749, 1.8582, -1.2765], [-0.5762, -0.7547, 3.2838], [4.1609, 0.0195, -3.1317], [2.0201, 1.3209, -1.9770], [-0.6124, 2.5625, 1.1811], [1.3035, -0.9628, -1.3838], [2.9965, -1.8270, -3.0842], [1.4998, -1.9587, -1.4841], [0.3342, -0.4753, -0.4896]], "atomic_forces_ev_per_a": [[1.5, 0.6, 1.9], [2.5, 2.3, -2.2], [-0.2, 2.6, -0.1], [0.3, 3.5, 2.0], [-1.9, 2.0, -1.0], [-0.2, 1.5, -0.2], [-0.9, -1.0, -1.5], [0.7, 1.9, -1.8], [1.3, -1.9, 0.2], [1.0, -2.5, 0.6], [0.1, 1.6, 0.7], [0.5, -2.1, 1.5], [-3.1, -1.7, 4.1], [-3.3, 1.9, 1.3], [0.9, -4.3, -0.2], [-0.7, -3.3, -2.5], [0.2, 0.3, -0.7], [-2.2, -1.8, 2.1], [0.9, -1.3, -1.5], [0.3, 3.1, 0.9], [0.8, 0.5, -1.0], [0.1, -2.5, -0.2], [1.4, 0.6, -2.5]]}

=====

Number 1: E_tot -17765.439 eV. Number 2: E_tot -28396.218 eV. Number 3: E_tot -14483.715 eV. Number 4: E_tot -14489.332 eV. Number 5: E_tot -27365.146 eV. Number 6: E_tot -38197.018 eV.